1.
# C6H6N

A gas-phase ion, C6H6N (charge +1) (the ωB97M-V functional and the def2-TZVPD basis, the Open Molecules 2025 dataset).

Structure (SMILES): CC=[N+]=C=C1C=C1
Largest force on an atom (hartree/bohr): 0.09539
Total charge: +1
E (a.u.): -286.523537
2S+1: 1

Atoms and positions in Å:
C: -2.1924 -0.2523 -0.2318
C: -1.2540 0.7884 0.1855
N: 0.0124 0.7473 0.0686
C: 1.1067 0.2191 0.0183
C: 2.4940 0.0652 -0.3427
C: 3.7349 0.5715 0.1931
C: 3.7186 -0.6671 -0.3018
H: -2.1396 -1.1529 0.6264
H: -1.8454 -0.5272 -1.2358
H: -3.2021 0.1100 -0.1562
H: -1.5854 1.7338 0.5307
H: 4.1044 1.4238 0.6986
H: 4.4111 -1.4033 -0.5857

Here are the Mulliken charges for atoms 1 to 4, given in e: atom 1 (C): -0.976, atom 2 (C): 0.047, atom 3 (N): -0.137, atom 4 (C): 0.442


2.
# N2O6Si

A gas-phase ion, N2O6Si (charge +2) (the ωB97M-V functional and the def2-TZVPD basis, the Open Molecules 2025 dataset).

Largest force on an atom (hartree/bohr): 0.08826
Total charge: +2
E (a.u.): -849.347830
2S+1: 1

Atoms and positions in Å:
N: -2.4339 -0.6332 -0.0069
N: 2.0686 -0.2983 -0.0114
O: -3.5243 -0.7704 -0.0798
O: 3.0418 -0.9200 0.0073
O: -0.7767 1.9701 0.0785
O: -1.3322 -0.4007 0.1058
O: 1.3740 0.0996 -1.0616
O: 1.3616 0.1280 1.0027
Si: 0.2210 0.8250 -0.0347

Here are the Mulliken charges for atoms 1 to 4, given in e: atom 1 (N): 1.451, atom 2 (N): 0.950, atom 3 (O): -0.057, atom 4 (O): -0.219


3.
# C26H61FIN4O7

6 unconnected molecules or ions with the total composition C26H61FIN4O7 (the ωB97M-V functional and the def2-TZVPD basis, the Open Molecules 2025 dataset).

Largest force on an atom (hartree/bohr): 0.10692
Total charge: +1
E (a.u.): -2170.099346
2S+1: 1

Atoms and positions in Å:
C: 3.3427 5.9890 0.1489
C: 2.2559 6.3163 -0.9795
C: 1.7640 5.0635 -1.8222
F: 2.7555 4.7417 -2.8132
N: 1.5138 3.8434 -1.0242
C: 1.2058 2.6699 -1.5987
N: 0.9711 1.3824 -0.9335
C: 1.4429 0.2918 -1.8636
C: 2.8579 -0.1150 -1.2190
C: 4.0261 0.9595 -1.4521
O: 4.0072 1.8844 -0.3101
C: 4.8744 1.4681 0.7217
O: 4.9883 0.3255 1.1764
C: 0.6474 -1.1063 -1.8332
I: -1.3282 -1.0359 -2.7368
C: 0.5461 -1.7846 -0.3748
C: -0.8070 -2.5810 -0.0640
C: 1.4475 0.9374 -3.3396
N: 1.0828 2.3337 -2.9872
C: 0.1090 3.0690 -3.8303
C: -1.4172 2.9324 -3.3962
C: -1.8559 3.8245 -2.1398
C: -2.2512 2.7801 -0.9586
N: -1.8781 3.3045 0.4117
H: 2.7964 5.8432 1.1322
H: 3.9875 6.9311 0.2602
H: 3.9894 5.1155 -0.1707
H: 2.7675 7.0215 -1.7281
H: 1.3345 6.8698 -0.6054
H: 0.7967 5.3834 -2.3502
H: 1.5743 3.8346 0.0062
H: 1.3739 1.3180 0.0083
H: 3.1958 -1.0732 -1.7583
H: 2.8171 -0.2929 -0.0868
H: 3.9931 1.4828 -2.4561
H: 5.0235 0.4004 -1.3793
H: 5.5022 2.2852 1.2277
H: 1.2720 -1.8212 -2.4797
H: 1.3894 -2.5652 -0.3228
H: 0.8045 -1.0246 0.4477
H: -1.0554 -3.4094 -0.8356
H: -1.7062 -1.9083 0.1548
H: -0.6231 -3.1510 0.9199
H: 2.4857 1.0789 -3.8194
H: 0.8955 0.3931 -4.1642
H: 0.3551 4.1799 -3.9769
H: 0.1859 2.6173 -4.8843
H: -1.7702 1.8743 -3.1996
H: -2.0379 3.3092 -4.2892
H: -1.0259 4.4674 -1.7061
H: -2.7718 4.4694 -2.3174
H: -1.6881 1.7865 -1.0671
H: -3.3755 2.5598 -0.9858
H: -1.6637 2.4424 0.9493
H: -0.9831 3.8083 0.3826
C: -5.2124 1.1744 2.6439
C: -4.0984 0.3283 2.0549
O: -3.7360 0.8179 0.7665
H: -6.0889 1.1657 1.9928
H: -5.5032 0.8047 3.6297
H: -4.8965 2.2173 2.7384
H: -4.4230 -0.7087 1.9420
H: -3.2138 0.3443 2.6998
H: -3.4422 1.7311 0.8744
C: -0.1127 -7.7625 -2.2180
C: -0.5193 -6.7795 -1.1382
O: -0.6483 -5.4701 -1.6855
H: 0.8351 -7.4629 -2.6719
H: -0.0048 -8.7694 -1.8089
H: -0.8568 -7.7868 -3.0193
H: 0.2362 -6.7424 -0.3513
H: -1.4739 -7.0680 -0.6874
H: -1.3235 -5.5082 -2.3748
C: -6.5035 -2.1064 -0.6880
C: -6.5476 -0.6921 -1.2323
O: -6.5921 0.2459 -0.1652
H: -7.3796 -2.3048 -0.0657
H: -6.4749 -2.8372 -1.4998
H: -5.6228 -2.2499 -0.0548
H: -7.4386 -0.5463 -1.8460
H: -5.6660 -0.4830 -1.8480
H: -5.7960 0.1175 0.3686
C: 0.8188 -2.0961 5.0061
C: -0.3219 -1.8982 4.0300
O: -0.8711 -3.1536 3.6485
H: 1.5998 -2.7132 4.5579
H: 1.2521 -1.1368 5.3003
H: 0.4753 -2.6170 5.9048
H: 0.0342 -1.3975 3.1263
H: -1.1171 -1.2884 4.4729
H: -1.1933 -3.5859 4.4490
C: 5.5546 -3.1863 3.4842
C: 4.3958 -2.3166 3.9299
O: 3.5558 -3.0344 4.8266
H: 5.1879 -4.0914 2.9940
H: 6.2031 -2.6471 2.7898
H: 6.1499 -3.5076 4.3435
H: 3.7916 -2.0157 3.0712
H: 4.7564 -1.4132 4.4323
H: 4.0910 -3.2906 5.5885

Here are the Mulliken charges for atoms 1 to 4, given in e: atom 1 (C): -0.939, atom 2 (C): -0.794, atom 3 (C): 0.392, atom 4 (F): -0.323


4.
# C20H42AlNP3Se

A molecular structure, C20H42AlNP3Se (the ωB97M-V functional and the def2-TZVPD basis, the Open Molecules 2025 dataset).

Largest force on an atom (hartree/bohr): 0.05895
Total charge: +3
E (a.u.): -4508.974377
2S+1: 1

Atoms and positions in Å:
Al: -0.7134 -0.2831 -0.3297
P: 0.4054 2.6136 0.3587
P: -2.9251 0.2838 -1.0922
P: 0.8055 0.4053 -2.0677
H: 2.2644 -1.4024 2.5676
C: 3.0576 -0.8395 2.0722
C: 3.3731 0.4013 2.4728
H: 2.9322 0.8362 3.3753
C: 0.1434 3.1668 2.0990
C: -0.7726 3.8213 -0.4060
C: 1.9596 3.5731 0.0355
C: -3.7492 -1.2458 -1.6380
C: -3.9820 0.9997 0.2431
C: -2.9757 1.4556 -2.5079
C: 2.6115 0.3945 -1.7697
C: 0.6918 1.9255 -3.0746
C: 0.7043 -0.8567 -3.3832
H: 3.4860 -1.2876 1.1795
H: 4.1565 0.9927 1.9864
H: 0.7008 2.5275 2.7947
H: -0.9200 3.1088 2.3644
H: 0.4852 4.2033 2.2177
H: -1.8045 3.5217 -0.1810
H: -0.6418 3.8462 -1.4935
H: -0.5875 4.8252 0.0068
H: 2.8281 3.0326 0.4296
H: 1.9095 4.5497 0.5394
H: 2.1232 3.7241 -1.0374
H: -4.8481 -1.1862 -1.5905
H: -3.4107 -2.0636 -0.9869
H: -3.4634 -1.4679 -2.6743
H: -5.0614 0.9234 0.0183
H: -3.7432 2.0699 0.3989
H: -3.7933 0.4373 1.1771
H: -3.9992 1.6685 -2.8634
H: -2.4169 1.0177 -3.3528
H: -2.5111 2.4165 -2.2266
H: 3.0910 0.2497 -2.7489
H: 2.8817 -0.4235 -1.0917
H: 2.9481 1.3419 -1.3290
H: 1.2042 1.7114 -4.0245
H: 1.1880 2.7709 -2.5834
H: -0.3500 2.1899 -3.2893
H: 1.4487 -0.5815 -4.1444
H: -0.2972 -0.8733 -3.8275
H: 0.9224 -1.8504 -2.9726
C: 0.8528 -4.1146 -0.4144
C: 1.9662 -4.0646 0.4436
C: 2.8055 -5.1790 0.5441
C: 2.5471 -6.3186 -0.2153
C: 1.4226 -6.3834 -1.0614
C: 0.5932 -5.2715 -1.1580
Se: -0.5183 -2.6627 -0.7242
H: -0.1821 -1.8481 0.5909
H: 2.1813 -3.1783 1.0325
H: 3.6696 -5.1525 1.2191
H: 3.2133 -7.1608 -0.1578
H: 1.2286 -7.2982 -1.6260
H: -0.2692 -5.2909 -1.8305
C: -1.8306 1.6205 4.6029
C: -1.6514 0.1957 4.0307
C: -1.2440 0.1883 2.6451
N: -0.9965 0.1078 1.4999
H: -0.8769 2.1756 4.5580
H: -2.1789 1.5626 5.6443
H: -2.5834 2.1785 4.0179
H: -0.9090 -0.3786 4.6069
H: -2.5961 -0.3716 4.1012

Here are the Mulliken charges for atoms 1 to 4, given in e: atom 1 (Al): -0.262, atom 2 (P): 0.600, atom 3 (P): 1.188, atom 4 (P): 1.093


5.
# C26H54BN4O10

2 unconnected molecules or ions with the total composition C26H54BN4O10 (the ωB97M-V functional and the def2-TZVPD basis, the Open Molecules 2025 dataset).

Largest force on an atom (hartree/bohr): 0.06250
Total charge: +1
E (a.u.): -2019.120401
2S+1: 1

Atoms and positions in Å:
C: 0.2382 4.8365 -1.5004
C: -0.5921 4.2252 -2.6116
O: -1.7822 3.5822 -2.1233
B: -1.7644 2.2224 -2.1497
O: -2.6615 1.5430 -2.9382
C: -0.7507 1.4733 -1.1735
N: -0.7050 -0.0178 -1.3749
C: -0.5336 -0.8228 -0.1219
C: -0.0710 -2.2267 -0.4919
C: -0.8294 -2.7954 -1.7061
C: -2.3574 -2.8421 -1.5459
C: -3.1652 -2.2074 -2.6756
C: -2.7473 -2.6534 -4.0805
C: -1.7807 -1.7370 -4.8050
O: -2.4923 -0.9524 -5.7777
C: -1.6561 -0.1213 -6.4904
C: -1.2490 1.1673 -5.8154
O: -1.2816 -0.4015 -7.6297
C: 0.3177 -0.1148 0.9395
C: 0.0626 -0.8393 2.2839
C: 1.2913 -1.0168 3.1839
C: 1.9675 -2.3849 2.9370
C: 3.4865 -2.3628 2.8780
O: 3.9147 -3.3323 1.9025
C: 4.3184 -2.8438 0.6995
C: 5.4105 -1.8018 0.6642
O: 3.8350 -3.2883 -0.3482
C: 1.7860 -0.1409 0.5449
O: 1.9603 0.3070 -0.8016
O: 2.7207 -0.7170 -1.4701
O: -0.0368 1.2575 1.1401
C: -0.9974 1.8238 0.2797
C: -2.4551 1.5795 0.7318
C: -3.2834 2.8497 0.7965
C: -2.7409 3.8754 1.8031
C: -2.7236 5.2970 1.2456
N: -1.5986 6.0997 1.7699
H: -0.3669 5.0910 -0.6398
H: 0.7530 5.7178 -1.8579
H: 1.0068 4.1480 -1.1601
H: -0.8641 4.9707 -3.3463
H: 0.0171 3.4925 -3.1444
H: -2.2659 0.9524 -3.5850
H: 0.2427 1.8442 -1.4115
H: 0.0160 -0.2355 -2.0574
H: -1.5994 -0.2950 -1.7843
H: -1.5295 -0.9388 0.2895
H: -0.2291 -2.8995 0.3409
H: 0.9831 -2.2614 -0.7425
H: -0.4110 -3.7723 -1.9056
H: -0.5417 -2.1895 -2.5594
H: -2.6602 -2.4420 -0.5839
H: -2.6437 -3.8873 -1.5100
H: -3.1864 -1.1147 -2.6426
H: -4.1959 -2.5083 -2.5312
H: -3.6280 -2.7884 -4.6939
H: -2.2915 -3.6361 -4.0138
H: -1.0447 -2.3353 -5.3318
H: -1.2872 -1.0617 -4.1047
H: -2.1024 1.7163 -5.4320
H: -0.6092 0.9258 -4.9638
H: -0.6541 1.7556 -6.4921
H: -0.6571 -0.2178 2.8010
H: -0.3864 -1.8105 2.1225
H: 1.9821 -0.1855 3.1235
H: 0.9283 -1.0238 4.2035
H: 1.5473 -2.8405 2.0479
H: 1.6864 -3.0341 3.7569
H: 3.8830 -2.6894 3.8304
H: 3.8853 -1.3707 2.6956
H: 5.6526 -1.4080 1.6419
H: 6.2874 -2.2217 0.1983
H: 5.0370 -0.9819 0.0640
H: 2.3437 0.5254 1.1887
H: 2.1884 -1.1418 0.6211
H: 2.8963 -0.3259 -2.3304
H: -0.8395 2.8945 0.3271
H: -2.4162 1.1527 1.7289
H: -2.9177 0.8252 0.0933
H: -3.4179 3.3015 -0.1783
H: -4.2825 2.5615 1.1075
H: -3.3670 3.8740 2.6867
H: -1.7354 3.6161 2.1221
H: -2.6605 5.2703 0.1592
H: -3.6554 5.8019 1.4714
H: -1.2092 6.6541 1.0223
H: -0.8488 5.4913 2.0675
C: 3.1947 -3.1492 7.3480
O: 2.4377 -2.4784 6.6630
N: 3.5633 -2.7726 8.6067
N: 3.7303 -4.3298 6.9096
H: 4.1799 -3.3066 9.1879
H: 3.1853 -1.9133 8.9574
H: 3.4728 -4.6405 5.9930
H: 4.3506 -4.8943 7.4573

Here are the Mulliken charges for atoms 1 to 4, given in e: atom 1 (C): -1.075, atom 2 (C): -0.261, atom 3 (O): -0.461, atom 4 (B): 1.041


6.
# C10H9F6N5O4PmS7

A molecular structure, C10H9F6N5O4PmS7 (the ωB97M-V functional and the def2-TZVPD basis, the Open Molecules 2025 dataset).

Largest force on an atom (hartree/bohr): 0.05718
Total charge: -1
E (a.u.): -4956.258137
2S+1: 5

Atoms and positions in Å:
Pm: 1.0890 -1.2502 -0.9409
C: -3.5145 0.3686 -0.9370
C: -2.2260 -0.3297 -0.6427
N: -1.3027 -0.6454 -1.5721
N: -1.6156 -0.1659 -2.7782
C: -0.7168 -0.2650 -3.8023
N: -1.1387 0.3064 -4.9265
S: 0.7351 -1.2151 -3.7772
C: -1.8932 -0.8075 0.6660
C: -2.5508 -0.2441 1.8037
C: -2.1936 -0.6786 3.0639
C: -1.0024 -1.4031 3.2286
C: -0.4145 -1.8551 2.0587
N: -0.7795 -1.5787 0.8163
H: -4.3297 -0.3554 -0.8225
H: -3.5069 0.6910 -1.9772
H: -3.7245 1.3167 -0.3283
H: -1.9271 0.9103 -4.8580
H: -0.5768 0.3895 -5.7467
H: -3.3149 0.5449 1.6188
H: -2.7499 -0.4717 4.0233
H: -0.4952 -1.6045 4.1641
H: 0.4803 -2.5096 2.0654
F: -0.3668 2.9933 -1.6231
C: 0.2228 2.8005 -0.4388
F: 0.2769 3.9527 0.2369
F: -0.4655 1.8157 0.2975
S: 2.0417 2.2170 -0.6997
O: 1.6354 1.0084 -1.4470
O: 2.9507 3.1744 -1.3186
N: 2.5935 1.8913 0.7840
S: 2.7660 0.5727 1.6351
O: 1.7792 -0.3877 1.1378
O: 4.0865 0.0789 1.7713
C: 1.8345 1.0515 3.2077
F: 1.8472 0.0744 4.1088
F: 0.5869 1.3304 2.8412
F: 2.4076 2.1798 3.7007
S: 3.4868 -2.0982 -2.5064
S: 4.3586 -3.7815 -2.0442
S: 3.8449 -4.0993 -0.0733
S: 1.7820 -3.9220 0.0311

Here are the Mulliken charges for atoms 1 to 4, given in e: atom 1 (Pm): 0.832, atom 2 (C): -1.407, atom 3 (C): 0.302, atom 4 (N): 0.695


7.
# C32H27Br6N5O10

A molecular structure, C32H27Br6N5O10 (the ωB97M-V functional and the def2-TZVPD basis, the Open Molecules 2025 dataset).

Largest force on an atom (hartree/bohr): 0.10145
Total charge: -1
E (a.u.): -17705.309316
2S+1: 2

Atoms and positions in Å:
C: -0.6986 -0.1271 -6.7774
Br: 1.0478 -0.3035 -5.9386
Br: -2.1711 -0.5838 -5.3775
Br: -1.0261 -1.3428 -8.4049
H: -0.8080 0.9281 -7.0276
C: -4.5526 1.0666 2.7492
Br: -3.1619 0.0947 1.5914
Br: -5.8991 2.0169 1.6953
Br: -3.4982 2.2085 3.9022
H: -5.1704 0.4136 3.3656
C: 1.2074 -3.2626 -3.4443
C: 0.0033 -3.6644 -3.9159
C: -0.4608 -4.8625 -3.4055
C: 0.1800 -5.4913 -2.3473
C: 1.2795 -4.8584 -1.7529
C: 1.8557 -3.8265 -2.3356
N: -0.3301 -6.6391 -1.5822
O: -1.2751 -7.2613 -2.0008
O: 0.3055 -7.1634 -0.6800
H: 1.6026 -2.3492 -3.8636
H: -0.5431 -3.0682 -4.6316
H: -1.3965 -5.1839 -3.8385
H: 1.7347 -5.2839 -0.8708
H: 2.7456 -3.2934 -2.0351
C: 3.3892 -4.9662 2.1716
C: 3.7092 -3.7735 1.6011
C: 4.2953 -3.7370 0.3594
C: 4.3982 -4.9342 -0.4449
C: 3.9654 -6.1684 0.1578
C: 3.5423 -6.2229 1.5239
N: 5.0549 -4.8587 -1.7643
O: 5.0338 -5.9227 -2.4825
O: 5.4467 -3.7521 -2.1148
H: 3.1297 -5.0480 3.2168
H: 3.7484 -2.8718 2.1943
H: 4.4788 -2.8127 -0.1681
H: 3.9501 -7.0780 -0.4243
H: 3.2547 -7.1344 2.0268
C: 0.1521 0.0436 -2.4102
C: -0.6302 0.3628 -1.3142
C: -0.0889 0.5189 -0.0054
C: 1.2575 0.2839 0.1637
C: 2.1307 0.1579 -0.9643
C: 1.5027 -0.0514 -2.1996
N: 1.8429 0.2915 1.5314
O: 2.9924 -0.1610 1.5542
O: 1.1978 0.6290 2.5500
H: -0.4242 -0.1855 -3.2944
H: -1.6877 0.5818 -1.3090
H: -0.6907 0.9496 0.7812
H: 3.1770 0.1893 -0.6983
H: 2.1311 -0.3510 -3.0252
C: 1.5396 3.4126 4.7997
C: 1.1211 3.9009 6.0558
C: 0.4097 5.1183 6.1445
C: 0.0839 5.8036 4.9951
C: 0.4528 5.3217 3.7203
C: 1.2311 4.1450 3.6624
N: -0.8572 6.9801 5.1115
O: -1.0557 7.7468 4.1980
O: -1.5099 7.0404 6.1349
H: 2.0443 2.4626 4.7037
H: 1.2388 3.1949 6.8645
H: -0.0570 5.3470 7.0912
H: 0.2607 5.8743 2.8125
H: 1.4017 3.6906 2.6977
C: -4.1392 5.4433 0.7523
C: -5.1880 5.4535 -0.2099
C: -5.0605 4.5067 -1.2282
C: -4.1417 3.4857 -1.1892
C: -3.2039 3.3934 -0.2265
C: -3.1923 4.4295 0.7638
N: -4.0313 2.5701 -2.4156
O: -3.6172 1.4791 -2.2840
O: -4.3648 2.9124 -3.5356
H: -4.0750 6.2883 1.4218
H: -5.8734 6.2865 -0.2604
H: -5.7656 4.5647 -2.0441
H: -2.4339 2.6489 -0.3648
H: -2.4470 4.3580 1.5422

Here are the Mulliken charges for atoms 1 to 4, given in e: atom 1 (C): -0.424, atom 2 (Br): 0.050, atom 3 (Br): -0.079, atom 4 (Br): -0.048